ORCA calculation (ωB97M-V with the def2-TZVPD basis set) on a molecular structure, C22H40N4O8RuSSi in a non-equilibrium geometry.

CARTESIAN COORDINATES (ANGSTROEM)
C 1.69447 -0.31375 2.49380
H -4.90205 -3.89640 -1.41593
H 3.72987 -1.18535 -4.08120
H -3.45333 -1.23906 -1.55601
H 0.10597 2.20176 1.12416
O 2.11296 -0.31605 1.11872
C 0.66712 -1.41652 2.73216
N -1.04214 -1.02154 -1.80309
H -0.74773 4.17301 5.35597
H 2.25971 1.45172 -0.32733
H 3.08768 3.01198 -3.42489
C -1.46551 -0.37349 2.12492
H 2.55135 -0.45349 3.15316
H -1.78622 -2.36769 0.64147
H 1.05377 1.70948 -1.63571
H -3.67626 -3.42831 -0.22035
H -1.60966 -5.17222 -1.51797
C 0.73381 5.31462 1.98171
H 5.62511 0.55522 -2.48409
H 0.86588 3.40379 0.23670
H 0.87426 -2.33377 -2.60132
C -0.02381 5.81869 4.20946
H 0.12201 -3.90455 -2.35991
H -1.05822 0.47205 2.67693
C -2.39070 -5.32092 -2.26402
H 0.26491 -1.36014 3.74768
H 3.82945 1.93082 -4.61254
C -0.10396 3.56164 3.38612
O 1.12809 -2.46947 -0.07970
C -2.04337 0.15083 0.81459
H -4.30492 -2.03768 -2.86891
N -0.37188 -1.26136 1.71927
H 1.97545 -1.02034 -3.92664
C 0.41813 3.97045 2.15927
H 0.71898 7.29172 2.86349
C 0.49507 6.23946 2.99394
H -0.04271 -3.06548 -3.92095
C 2.92021 -0.97983 -3.37626
H -2.12847 -6.19257 -2.86817
H 4.90903 -0.01534 -0.96732
C 4.83245 0.74337 -1.75443
H -3.50694 -4.09628 -3.65384
H -3.32189 -5.54112 -1.74281
C -0.88446 -2.54353 1.23081
S -0.42283 7.01091 5.50103
H -5.11242 -2.42953 -0.44945
H -2.21871 -0.88535 2.72957
C -0.33679 4.48026 4.40113
H -1.78385 -4.14246 -3.95630
O -0.01912 -4.39648 0.04586
C -1.20741 -2.20976 -2.32835
O -0.03777 6.35674 6.74492
C 0.00878 -2.93166 -2.83933
Ru 0.48853 -0.35210 -0.43318
O -1.21705 0.94092 0.20080
H 2.91159 -1.77788 -2.62597
H 5.02187 1.71696 -1.29253
O -1.86307 7.19232 5.35406
H 1.14044 -2.39139 2.61339
O 0.35892 8.19655 5.17656
N -2.40293 -2.80373 -2.48069
C -3.65465 -2.20255 -2.00670
H 1.28004 0.67583 2.67930
H -1.14532 -3.23103 2.04112
N 0.67996 3.02721 1.14949
Si 3.13619 0.69120 -2.54732
C 1.84424 1.05662 -1.25421
H 1.16175 5.63588 1.03443
H 2.07162 1.94821 -4.39983
H 2.30467 -1.24280 0.86436
H -1.88221 -0.54876 -1.49261
C 3.02901 2.01517 -3.87263
H -0.33660 2.50810 3.53470
C 0.14292 -3.21947 0.32266
O -3.14140 -0.21782 0.41818
C -2.53044 -4.09346 -3.16838
C -4.37955 -3.05097 -0.96501

Summary:
ΔE to the lowest compared entry with this formula, charge and spin	1.634	eV
expectation value of S²	0.768
charge	-1
LUMO level (spin up / spin down)	0.97 / 0.90	eV
HOMO energy (spin up / spin down)	-4.76 / -4.76	eV
2S+1	2
Kohn-Sham gap (spin up / spin down)	5.73 / 5.66	eV
max |F|	2.31	eV/A

ORCA calculation (ωB97M-V with the def2-TZVPD basis set) on a molecular structure, C22H41BCdN6O4Si in a non-equilibrium geometry.

CARTESIAN COORDINATES (ANGSTROEM)
N -3.04452 -0.11964 0.33465
C -1.69223 1.56680 -3.42606
N -1.91086 0.30772 0.94218
C -3.57095 0.41424 -3.24606
O 1.62265 -0.03225 1.05970
H 5.84521 -2.07961 -0.49077
C 0.83421 -1.45391 3.67545
C 5.22702 1.64979 -0.56232
H 4.79808 -2.64214 3.14143
C -4.12100 0.19974 1.09738
Si 3.10566 -0.34737 1.60407
H 6.41233 -0.34386 0.77171
C 6.41952 0.59431 1.34755
H 4.52877 3.48881 1.49633
C -2.92225 1.31651 -4.08189
O 4.10020 0.90682 1.33166
N -0.63017 -1.77396 -0.64962
H 4.45767 -2.96942 -1.18958
B -3.02225 -0.83115 -1.04120
C 4.37009 -2.76791 0.98947
H 6.18327 2.11341 -0.88902
H 1.35679 1.22826 4.14035
N -2.75247 0.16792 -2.17946
C -2.09051 -3.25576 -1.38503
C -3.67050 0.85890 2.24089
H 5.12089 0.67032 -1.07790
H 5.75584 -3.86494 -0.31469
C 5.36629 2.80266 1.69692
C 0.03005 -2.93923 -0.81497
H -0.64876 -4.95655 -1.51307
H 1.55383 3.95637 -1.03657
H 1.16558 0.37367 5.71642
C 2.03282 3.31986 -0.27835
H -3.28913 1.73802 -5.01772
H -1.50946 1.30082 2.76601
C 5.15538 -2.93062 -0.32487
H -3.06899 -3.60630 -1.70971
H 4.00698 -4.91104 1.23602
H 2.78300 1.00121 5.21840
H 3.00335 3.71406 0.05030
C 1.84705 0.52798 4.85177
H 3.04364 -2.74368 4.65959
H 2.17900 -1.95651 6.02444
C -0.86456 -3.91459 -1.28307
O 2.94489 -0.60243 3.17601
C 2.83468 -1.76777 5.14734
H 5.92160 -3.70395 2.22885
H 5.40539 2.64615 2.79620
H 1.35106 3.48744 0.66145
H 4.41531 2.30236 -0.91437
H 2.82503 -3.85485 2.09589
N -1.93168 -1.96539 -0.99909
H 1.09192 -2.99637 -0.58282
H -0.87579 2.22514 -3.73182
Cd 0.00000 0.00000 0.00000
C 5.34568 -2.75476 2.18640
H 6.43561 0.38627 2.43829
H 3.79422 -1.33867 5.50764
H 6.30400 3.31205 1.38241
H 2.74262 -4.06549 0.30603
H 2.15100 2.29779 -0.68440
H 0.16345 -1.67058 4.53392
H 0.28280 -0.77666 2.99094
C 5.20785 1.45480 0.96730
C 3.42518 -3.96618 1.16763
H -4.08627 -1.38234 -1.22809
C 2.15400 -0.80952 4.16020
H -4.26872 1.24523 3.06464
C -2.27042 0.89692 2.09772
H 6.08206 -1.94275 2.13005
H -5.12466 -0.06759 0.76940
H 7.36655 1.11424 1.07923
O 3.68653 -1.68369 0.92312
H 1.03653 -2.40544 3.13800
H -4.54677 -0.06593 -3.32264
N -1.59511 0.87523 -2.28294

Summary:
charge	0
LUMO level	0.52	eV
HOMO energy	-9.25	eV
2S+1	1
Kohn-Sham gap	9.77	eV
max |F|	6.00	eV/A

ORCA calculation (ωB97M-V with the def2-TZVPD basis set) on a molecular structure, C22H41BF6MoN6O5PS4.

CARTESIAN COORDINATES (ANGSTROEM)
F 1.04546 2.11388 5.46801
H -3.56836 -2.22967 -3.68986
H -1.64522 2.67666 -3.78317
H 2.13199 2.10750 1.07219
H 6.25916 1.34904 -1.49442
C -4.64160 -0.46352 0.06102
C 1.19796 1.35634 4.39517
H -2.21527 3.08737 -0.27494
C -2.36718 1.72922 -2.01724
H -5.22546 -0.43153 0.98318
N 1.76703 -4.31270 1.03864
H -3.21331 -1.02891 2.30997
C -3.20629 -0.05237 0.41691
O 2.51519 1.28728 0.68326
C -3.24088 1.28383 1.17199
H -3.87333 2.94781 -2.91393
H 0.33618 -5.75512 0.63965
H -3.74400 1.10839 2.12448
C -2.25131 -1.35973 -2.24789
C -3.84142 2.04812 -2.29648
H 3.65877 0.03228 -3.58180
C -1.72866 2.87625 -1.21736
H -1.59413 -0.84291 1.68024
H -1.07389 -2.38501 -3.69972
H -2.65464 -2.10355 1.04031
O -1.34437 0.84641 4.00339
H 4.54825 1.52998 -3.23749
N 3.52256 -3.04054 1.22635
H 6.50360 -0.10021 0.84234
C 2.84146 -5.04216 0.57828
F 1.40714 6.23675 2.59360
C -2.61731 -1.08037 1.39660
H -4.43356 -1.24714 -2.51873
H -4.70481 -1.47957 -0.32204
H -2.24278 1.65155 1.39638
H -0.99924 -0.64666 -3.91782
C 3.92562 -4.24528 0.69802
H 2.91585 1.29098 -2.57331
C 3.85791 -0.70943 -0.85501
N -0.54239 3.01232 3.14315
S 0.13872 4.02214 2.12895
H -0.56883 1.40081 -3.22209
F 2.28570 1.76923 3.72819
C -1.02306 -1.43214 -3.16959
F 1.73982 4.69157 4.07550
H -4.34773 1.25627 -2.84814
F 1.38598 0.10058 4.76672
S -0.28725 1.49784 3.31252
B 4.48406 -1.85727 1.50731
C 3.85191 0.79954 -2.83617
C 0.82675 5.27081 3.29612
C -2.25271 -2.65417 -1.42340
N 4.62476 -0.91609 0.21428
H -1.39898 -2.69690 -0.74340
H -4.40748 2.26080 -1.39394
N -0.52789 0.14289 -0.65831
C -1.61627 1.67310 -3.35581
H -2.07628 1.00143 -4.07778
H 2.73774 -6.05536 0.23491
H 5.58358 -2.30222 1.68765
O -0.84702 4.69110 1.34936
N 4.44534 0.21283 -1.64419
H -0.26557 -4.08260 0.61476
H -1.81288 3.77908 -1.82587
C -3.52173 -1.30726 -3.10726
C 0.39418 -4.78335 1.12145
S 2.31589 -1.42687 -1.22910
H -2.16734 -3.48824 -2.12202
O 0.13877 0.84835 2.06370
H 3.27277 1.03400 1.22761
C 5.72335 -0.08916 0.10277
H 4.95931 -4.43806 0.47510
H 0.08599 -4.87244 2.16109
H -3.51086 -0.47984 -3.81426
H -3.78983 2.06115 0.65049
S 1.17575 -1.86880 2.09761
C 2.19688 -3.09887 1.42023
F -0.13077 5.78338 4.04904
Mo 0.89845 -0.21732 0.31018
C 5.61135 0.61732 -1.04663
H 4.08013 -1.18184 2.41300
H -0.67055 2.70284 -1.02896
H -5.11725 0.20977 -0.64906
H -0.08762 -1.40739 -2.61259
O 1.29595 3.49466 1.43520
P -2.12154 0.11721 -1.09978
H -3.16842 -2.79805 -0.85730

Summary:
ΔE to the lowest compared entry with this formula, charge and spin	0.000	eV
expectation value of S²	2.021
charge	+1
LUMO level (spin up / spin down)	-3.52 / -3.19	eV
HOMO energy (spin up / spin down)	-10.38 / -11.56	eV
2S+1	3
Kohn-Sham gap (spin up / spin down)	6.86 / 8.37	eV
max |F|	0.75	eV/A

ORCA calculation (ωB97M-V with the def2-TZVPD basis set) on a molecular structure, C22H41BFeN6O4Si in a non-equilibrium geometry.

CARTESIAN COORDINATES (ANGSTROEM)
Fe -0.56646 -0.71502 -1.85422
H -3.67739 -0.86522 -5.68802
H -1.95250 -2.74398 -1.80548
C -0.01439 3.14207 -2.01162
O -1.57907 -0.36128 1.87234
H 0.82145 -2.79177 0.47669
C -2.25904 -0.81767 3.07430
H -0.34508 1.04534 -2.22694
H -2.36345 -2.61268 4.27614
H 1.47564 3.34772 -4.96091
C 0.06374 2.72134 2.17497
H 3.31326 -3.28265 3.25658
B 0.67300 0.62819 -4.60486
H -3.32538 -1.10838 -2.96648
C 3.16320 -1.86982 -3.36980
Si 0.02207 0.01760 1.64544
H -1.42808 3.88073 1.14178
H 3.14269 -0.81934 -5.33913
H -0.90628 0.10745 4.50075
C 0.59155 3.98781 -2.94019
C -1.06581 -2.45656 -1.24054
C 2.72084 -1.00602 -4.36950
C -1.80798 -2.23499 3.40516
H -0.08237 4.65688 3.12302
H 3.45420 -0.51801 1.99528
C -2.79926 -0.65763 -5.11302
H -0.19376 -3.07897 -1.44348
H 3.77668 -2.02552 1.10479
C 0.96627 3.19585 -4.02105
H -2.09632 2.57168 2.14244
H -1.30344 -2.47652 -0.17113
H 2.94156 -1.76515 4.09670
H -1.26151 0.03688 -6.61370
C 1.91450 -2.01783 2.19493
H -4.06777 0.20708 2.42917
N 0.61162 1.92706 -3.75169
C 2.51153 -2.56886 3.48916
C 1.21902 3.13616 1.27264
H 2.15717 3.10785 1.84183
H -1.33100 2.19749 0.57415
C -1.97072 0.11884 4.24003
N -0.73207 -0.01731 -4.59560
C 2.22170 -1.76122 -2.32805
O 0.33292 0.16084 0.10148
H 2.19455 -2.27071 -1.38960
N -1.35393 -0.42855 -3.39483
H 1.75883 -3.09344 4.08930
N 0.03001 1.92445 -2.54657
H -0.76355 3.33746 4.09745
N 1.24866 -0.88164 -2.69266
H -2.54252 -0.20379 5.12315
H 2.09560 -3.86500 1.10542
H 0.98509 0.85347 -5.72693
H -1.99750 -2.90788 2.55937
H -4.35422 -1.11832 3.57431
H 1.00031 3.52735 3.96603
C -1.58400 -0.18602 -5.61617
H -0.47781 3.37687 -1.06800
C 2.99476 -1.30845 1.38985
H 4.01093 -2.50855 -3.38030
H 0.55390 -3.69017 1.98572
C -1.27754 2.83991 1.46279
O 0.88729 -1.07125 2.56204
C 0.05417 3.60802 3.41956
C 1.30610 -3.15545 1.39105
H -3.95273 -1.48232 1.88303
H -0.73862 -2.25146 3.64370
H 1.31100 2.45615 0.41945
N 1.59745 -0.40143 -3.94867
H 0.76642 5.05379 -2.90009
H 1.06444 4.15914 0.90328
C -2.63897 -0.77964 -3.73083
H -2.27710 1.14477 4.00007
H 2.57844 -0.86091 0.48030
C -3.74528 -0.80126 2.71823
O 0.30035 1.36242 2.60619

Summary:
expectation value of S²	6.021
charge	0
LUMO level (spin up / spin down)	0.24 / 0.15	eV
HOMO energy (spin up / spin down)	-7.02 / -7.88	eV
2S+1	5
Kohn-Sham gap (spin up / spin down)	7.26 / 8.03	eV
max |F|	7.52	eV/A

ORCA calculation (ωB97M-V with the def2-TZVPD basis set) on a molecular structure, C22H41BHfN7P in a non-equilibrium geometry.

CARTESIAN COORDINATES (ANGSTROEM)
C -2.97515 -3.56678 -1.73441
H -2.13441 -4.57593 0.52483
C 2.95227 0.39647 1.70531
H -1.68769 -1.39956 2.71542
H -2.46275 -0.89221 -2.51843
C -4.25466 -0.01768 0.69425
N 1.37548 1.86267 -2.00004
C 2.51370 -1.47894 -3.18812
H -0.97726 -3.22369 0.64018
H 5.02939 1.39563 -0.65329
H -5.07211 -2.94914 2.12327
H 3.46189 1.17176 -2.68711
C -2.51801 -2.09588 2.87351
N -1.75920 -0.81117 -0.02845
C 4.25615 1.05995 0.02042
H -4.21303 1.69616 1.99303
H 1.91901 -3.55606 -3.65261
H 0.57761 0.15822 1.83595
H -3.23665 -3.87226 -2.75948
C -4.32568 0.93262 -0.51860
H -1.36589 -4.19598 2.06284
N 2.22527 0.35895 0.56060
C -0.01786 0.85010 2.52627
H -4.20816 -0.51884 -2.68651
C -1.79157 -3.74826 1.15453
H -5.88767 -1.71941 -1.52550
H 2.48887 0.14480 2.64997
C -3.46932 -1.32030 -2.60139
H -2.59947 1.03139 1.67076
C -0.61472 2.68496 -1.45108
H -4.04446 -4.27949 2.64713
H -3.32763 1.07373 -0.95628
H -1.58596 2.70797 -0.98034
H -4.54476 -4.19103 0.96340
H -0.41442 1.79179 2.11066
H 0.20517 -3.16993 -1.54827
H -2.17085 -2.85950 3.58338
Hf 0.01978 -0.07391 0.03108
C -2.93083 -2.78583 1.55996
H -4.68017 1.91571 -0.17229
H -0.39232 4.51945 -2.68035
H -6.23978 -0.95107 0.35450
C 1.24705 3.03745 -2.62721
H -5.02843 0.58300 -1.28695
H -5.64182 -1.05624 2.04155
N 1.07118 -1.21705 -1.51032
H -3.70719 0.22695 2.82306
C 0.92267 -2.48740 -1.98650
N 2.07246 -0.60797 -2.27081
H 5.04107 0.95755 2.09178
C -4.22615 -3.57922 1.81634
H 2.05217 3.39158 -3.24972
C -3.74920 -2.27463 -1.42223
C -5.25689 -2.60597 -1.36924
C 1.81203 -2.67563 -3.05046
H 3.29006 -1.17966 -3.87765
P -3.18824 -1.50152 0.20138
H -1.89038 -3.39818 -1.71404
H -5.56920 -3.11153 -0.44270
H -3.24462 -4.40568 -1.08204
H -6.20548 0.48822 1.37792
N 0.22208 1.62495 -1.24461
N 3.04147 0.78005 -0.46825
C -5.66232 -0.43833 1.13237
H -3.35119 -1.58007 3.36162
C 0.00562 3.59235 -2.31785
H 0.73786 1.13100 3.27742
H -3.51890 -1.90819 -3.52951
B 2.56290 0.85532 -1.95472
C -3.64165 0.76369 1.87145
H -5.47195 -3.29680 -2.19966
C 4.23863 0.83429 1.39290
H -0.80241 0.28552 3.03998

Summary:
ΔE to the lowest compared entry with this formula, charge and spin	0.000	eV
charge	+2
LUMO level	-6.29	eV
HOMO energy	-15.07	eV
2S+1	1
Kohn-Sham gap	8.78	eV
max |F|	2.57	eV/A

ORCA calculation (ωB97M-V with the def2-TZVPD basis set) on a molecular structure, C22H41BrNOP3Rh in a non-equilibrium geometry.

CARTESIAN COORDINATES (ANGSTROEM)
H -2.22034 2.73684 1.59122
C -2.67754 0.76824 5.08792
C -1.33554 -1.80916 -5.16998
C -0.40414 -2.10196 0.99472
H 1.63006 -1.19686 -2.85978
H -0.47404 -1.37496 -4.67238
C -1.37624 3.06814 0.98272
C -2.24604 -0.96596 -5.81298
H -0.64424 3.54444 1.64232
H -2.30144 2.17784 -1.59608
H 3.65926 2.76864 2.74802
H -1.93544 2.77164 4.94102
C 0.92806 -0.81726 -2.10868
C -3.36354 -1.50026 -6.46108
C -1.04854 1.46874 3.47052
C -1.89704 1.76744 4.53872
N -0.94554 0.22744 2.91682
H -2.82504 -4.80326 -5.82878
H 3.22706 -2.32896 -1.37508
P 1.75296 -0.60376 -0.46578
H -2.77274 0.79814 -0.56468
H -1.73914 3.80754 0.25952
Rh 0.37156 -0.08906 1.31992
H 3.62836 0.08934 -1.90128
C -1.71894 -0.76346 3.49562
H 3.36336 -2.24036 0.40082
H -0.21874 -2.56036 0.02132
C -2.66414 -3.72986 -5.82498
C -2.58444 -0.51096 4.56792
H 1.27516 3.14984 -0.44338
C 3.54346 -0.14186 2.76472
C 2.83736 2.50254 2.07102
H 0.40176 -2.33436 3.02432
C -1.55084 -3.18476 -5.18048
H -0.14614 3.48564 -1.46578
H -4.43724 -3.28866 -6.96928
H 3.22536 2.43154 1.05212
H -4.06994 -0.83946 -6.96068
C -3.56684 -2.88026 -6.46368
O -1.99074 0.38474 -5.77548
Br -3.62534 -1.92456 5.32502
H -0.84064 -3.83656 -4.67938
H -3.33664 0.98274 5.91942
P -0.56974 1.63504 0.11342
H 0.90056 2.09864 -1.82078
H -1.58324 0.56144 -1.84138
H 1.37626 0.43754 4.86912
H 1.08696 2.14004 4.45232
H 3.98076 -0.37566 1.79072
H 0.51956 0.13324 -2.45798
C 2.66706 -2.21316 -0.44108
H 2.73826 1.58704 4.81652
H -1.70904 -1.78006 3.19862
C 3.17686 0.46634 -0.97668
H -1.42564 -2.30826 1.31992
H -0.44354 2.24754 3.11002
C 0.46306 2.69324 -1.01598
H 4.30086 0.35354 3.38452
H 3.24846 -1.08536 3.23262
H 1.60816 -2.58606 1.72902
H 3.93656 0.46144 -0.19048
P 2.02446 0.90194 2.55302
H 0.10056 -1.52196 -1.99248
H 1.96776 -3.04676 -0.33938
H 2.85346 1.49624 -1.13138
C -1.94164 1.27174 -1.09238
C 0.65876 -2.12626 1.98942
C 1.78686 1.30754 4.34822
H -2.69604 0.84694 -6.25638
H 2.08706 3.29944 2.09292

Summary:
ΔE to the lowest compared entry with this formula, charge and spin	0.000	eV
expectation value of S²	6.053
charge	+3
LUMO level (spin up / spin down)	-7.36 / -11.70	eV
HOMO energy (spin up / spin down)	-13.23 / -17.15	eV
2S+1	5
Kohn-Sham gap (spin up / spin down)	5.87 / 5.45	eV
max |F|	3.53	eV/A